C47H62AsCsN8O8S2 | the ωB97M-V functional and the def2-TZVPD basis

energy: -5920.5197 Ha
net charge: -2
energy relative to the best compared isomer or geometry (same formula, charge and spin): 2.5 kcal per mole
multiplicity: 1
frontier orbital gap: 6.26 eV

```
129
Properties=species:S:1:pos:R:3:mulliken_charge:R:1
Cs 0.1958 -0.2474 1.3108 2.01
C -0.0168 3.6983 -1.8075 -1.61
C -1.4423 3.9022 -1.3675 1.38
C -1.8283 4.9571 -0.5536 -0.94
C -3.1552 5.1351 -0.1876 -0.89
C -4.1126 4.2410 -0.6350 -0.89
C -3.7625 3.1668 -1.4438 1.96
C -4.8016 2.1935 -1.9400 -1.66
C -2.4241 3.0070 -1.8066 -0.53
N -2.0168 1.9055 -2.5782 0.00
C -2.0412 1.9471 -3.8378 0.88
C -2.5551 3.1230 -4.6397 -1.91
C -1.5175 0.7882 -4.6312 0.62
C -2.3473 0.3439 -5.8161 -1.74
N -0.4113 0.2847 -4.3003 0.26
C 0.1872 -0.7621 -5.0194 -0.80
C -0.1833 -2.0947 -4.8207 1.66
C -1.2420 -2.4903 -3.8239 -1.28
C 0.5098 -3.0837 -5.5150 -0.82
C 1.5368 -2.7665 -6.3853 -0.79
C 1.9082 -1.4371 -6.5555 -1.02
C 1.2513 -0.4254 -5.8714 1.37
C 1.6596 1.0189 -6.0037 -1.34
H 0.6322 4.4804 -1.4127 0.39
H 0.0551 3.7089 -2.8984 0.42
H 0.3676 2.7217 -1.4816 0.30
H -1.0767 5.6477 -0.1892 0.38
H -3.4351 5.9652 0.4492 0.39
H -5.1520 4.3689 -0.3523 0.33
H -5.6898 2.2303 -1.3092 0.48
H -4.4035 1.1768 -1.9254 0.19
H -5.1031 2.4241 -2.9677 0.29
H -2.9154 3.8997 -3.9673 0.49
H -3.3654 2.8194 -5.3051 0.39
H -1.7483 3.5308 -5.2560 0.36
H -3.3963 0.2476 -5.5268 0.35
H -1.9863 -0.6128 -6.1870 0.40
H -2.2803 1.0779 -6.6231 0.38
H -1.7676 -1.6308 -3.4103 0.05
H -0.7415 -3.0088 -3.0003 0.22
H -1.9646 -3.1733 -4.2756 0.43
H 0.2494 -4.1210 -5.3353 0.45
H 2.0700 -3.5501 -6.9107 0.39
H 2.7285 -1.1791 -7.2173 0.34
H 2.5555 1.1117 -6.6181 0.43
H 1.8575 1.4479 -5.0161 0.26
H 0.8660 1.6162 -6.4628 0.21
C 8.3283 -3.6064 3.1132 -1.44
C 6.8782 -3.2178 2.9534 1.20
C 6.5191 -1.9687 2.4556 -0.89
C 5.1856 -1.6107 2.3123 -0.51
C 4.1879 -2.5009 2.6864 -0.30
C 4.5321 -3.7564 3.1757 -0.56
C 5.8678 -4.1092 3.3056 -0.73
S 2.4826 -2.1644 2.2390 1.52
O 2.3455 -0.7108 2.2622 -1.10
O 1.6510 -2.8796 3.1949 -0.87
N 2.4119 -2.6483 0.7777 0.14
C 2.2542 -4.0887 0.5774 -0.46
C 1.2028 -4.4303 -0.5050 -0.03
O 0.7805 -5.5988 -0.5410 -0.84
O 0.8753 -3.4847 -1.2933 -0.70
H 8.9867 -2.8036 2.7791 0.33
H 8.5606 -4.5025 2.5328 0.32
H 8.5567 -3.8211 4.1607 0.31
H 7.2929 -1.2636 2.1691 0.27
H 4.9033 -0.6430 1.9103 0.39
H 3.7360 -4.4399 3.4497 0.42
H 6.1278 -5.0910 3.6900 0.33
H 1.9469 -4.6133 1.4850 0.36
H 3.2047 -4.5346 0.2466 0.20
N 1.2968 7.0294 3.7483 -0.63
C 0.5686 5.8615 3.4644 1.14
C 0.8690 5.1012 2.3407 -0.84
C 0.1171 3.9733 2.0397 -0.42
C -0.9365 3.6072 2.8542 -0.08
C -1.2557 4.3688 3.9686 -0.64
C -0.5084 5.4871 4.2743 -0.82
S -1.8660 2.1376 2.4660 1.10
O -3.2503 2.5418 2.3647 -0.77
O -1.2946 1.6198 1.2267 -0.98
N -1.7250 1.0035 3.5605 -0.23
C -0.7365 0.8774 4.4777 -0.32
N -0.1328 1.9656 5.0178 -0.27
C 0.8212 1.7591 5.9127 -0.20
C 1.2555 0.5030 6.2907 -1.06
C 0.5568 -0.5520 5.7145 0.05
N -0.4438 -0.3881 4.8701 0.03
H 2.2277 7.0247 3.3650 0.24
H 1.2941 7.2859 4.7212 0.21
H 1.7000 5.3859 1.7036 0.34
H 0.3498 3.3710 1.1698 0.62
H -2.0796 4.0657 4.6008 0.44
H -0.7401 6.0802 5.1536 0.25
H 1.2464 2.6608 6.3525 0.39
H 2.0713 0.3495 6.9820 0.38
H 0.8042 -1.5833 5.9556 0.38
N 2.3566 -1.3849 -2.0027 0.49
C 3.6695 -0.9365 -1.4849 0.22
C 3.6503 0.6320 -1.5245 0.61
O 4.7241 1.2208 -1.3509 -0.84
O 2.4924 1.0931 -1.7621 -0.57
H 1.8496 -2.1783 -1.4749 0.11
H 2.3863 -1.6702 -2.9743 0.25
H 1.8447 -0.4719 -1.9523 0.16
H 4.5012 -1.3213 -2.0697 0.32
H 3.7612 -1.2705 -0.4575 -0.41
C -4.0341 -4.1046 -0.4554 -1.15
C -3.7044 -3.7888 1.0020 -0.78
As -2.5408 -2.1882 1.2374 -0.14
C -2.8843 -2.1164 3.1722 -0.21
C -1.9895 -3.1077 3.9193 -1.19
C -3.8036 -0.8087 0.5930 0.61
C -5.2052 -0.7954 1.1933 -1.42
H -4.7211 -4.9523 -0.5335 0.41
H -3.1226 -4.3547 -1.0010 0.25
H -4.5010 -3.2468 -0.9488 0.21
H -3.1465 -4.6204 1.4350 0.38
H -4.6141 -3.6624 1.5918 0.46
H -3.9368 -2.3328 3.3674 0.46
H -2.6712 -1.1033 3.5069 0.26
H -2.2026 -4.1393 3.6235 0.37
H -2.1407 -3.0193 4.9976 0.36
H -0.9357 -2.9100 3.7177 0.18
H -3.8494 -0.9247 -0.4933 0.14
H -3.3186 0.1511 0.7832 -0.40
H -5.7224 -1.7460 1.0386 0.30
H -5.8068 -0.0034 0.7370 0.39
H -5.1591 -0.5905 2.2644 0.28
```